Entry 1:
An isolated ion of composition C28H57IN2O5P and charge +1 in a non-equilibrium geometry, computed with ωB97M-V/def2-TZVPD.

Properties
HOMO (eV): -10.674
ΔE to the lowest compared entry with this formula, charge and spin (eV): 0.000
Multiplicity: 1
Net charge: +1
LUMO energy (eV): -3.1
Kohn-Sham gap (eV): 7.553

Structure (XYZ):
```
94
Properties=species:S:1:pos:R:3:forces:R:3
H 4.2746 -1.9468 1.1281 0.16 0.09 -0.54
O 0.6762 0.9923 -2.4114 0.67 0.38 0.22
C 4.7338 0.0312 3.7632 0.61 -0.99 0.32
H 0.8846 7.6589 -0.3776 0.10 0.14 0.03
H 0.0259 -3.8940 1.8215 0.08 -0.16 0.05
H 0.1641 5.2611 -0.0035 0.10 -0.10 0.17
H -10.4846 -1.2405 0.6254 -0.07 -0.06 0.15
H -2.3883 -3.4275 1.4758 -0.12 -0.27 0.07
C 7.3200 -0.2345 -0.2730 -0.30 0.03 0.04
H 0.8689 -3.9919 0.2687 -0.24 -0.32 0.02
C -4.6029 -2.7512 0.2538 0.22 0.11 -0.86
O 5.3265 -1.2844 3.6133 0.62 -0.26 -0.03
N 1.5387 6.8905 -0.3091 -0.28 -0.15 -0.06
C -9.1752 0.7791 2.6077 -0.06 0.20 -0.04
C 1.4878 -2.3458 1.4687 -0.89 0.03 0.00
H -3.2582 -3.2050 -1.4126 -0.09 -0.17 -0.04
H 3.7841 5.3945 -0.7136 0.00 0.12 0.01
H 1.1673 -1.9288 2.4257 0.10 0.04 0.11
P 1.4176 -0.2902 -3.0008 -1.03 -1.04 -0.28
H 3.5036 1.0608 -2.0499 0.28 0.27 0.16
C 3.1560 4.5620 -0.4118 -0.13 -0.29 -0.45
H -0.9707 -1.6632 0.7887 -0.10 0.13 -0.06
H 0.1054 0.7607 -1.6701 -0.38 -0.01 -0.05
H 5.2470 0.7850 3.1802 0.02 0.34 0.30
C 1.8478 4.6016 -1.2115 0.23 -0.20 0.50
H -4.6706 -3.6143 0.9139 -0.27 -0.02 0.13
O 0.5118 -1.4043 -3.2685 0.09 -0.16 0.34
H 2.7687 2.5707 1.0214 -0.17 -0.08 0.03
H 8.2629 0.2166 -0.5613 0.07 0.06 0.02
H -9.0264 0.5721 -0.8143 -0.09 0.06 -0.11
C -7.0701 -2.2477 -0.2314 0.35 0.12 -0.65
H 5.7491 1.0957 0.3195 -0.30 -0.12 -0.17
H 4.9585 3.4508 -0.6305 0.16 -0.28 -0.43
C -0.8057 -2.6285 0.3003 -0.22 -0.27 0.35
H 6.5279 1.5235 -1.1713 -0.33 0.25 -0.09
H 3.3809 -1.4356 -2.5573 0.20 0.22 -0.17
H 3.6046 2.9254 -1.6876 0.25 -0.14 -0.16
H 2.1197 4.7298 -2.2595 -0.10 0.12 -0.10
H -7.0092 -2.2886 0.8545 -0.26 -0.13 0.12
H 1.5064 0.6472 -4.8734 0.15 0.07 -0.34
C 1.7734 -1.1935 0.5121 1.38 -0.22 -0.02
C 0.3848 -3.3152 0.9740 0.43 0.51 -0.40
C -2.1130 -3.4215 0.4219 0.20 0.57 -0.48
H -5.8659 -3.7914 -1.1111 0.11 -0.02 -0.21
C 6.1190 0.6897 -0.6124 1.00 -0.21 0.01
O 2.1624 0.2677 -4.2711 0.21 0.60 0.34
C -9.5400 -0.7153 0.7754 -0.36 0.19 -0.64
H 2.9615 4.6870 0.6538 0.06 -0.07 0.13
H -6.8781 -0.1040 -0.0677 0.28 0.08 -0.18
C 4.1603 -0.9283 1.4915 -0.43 -0.01 1.60
C 3.5760 2.1760 0.4056 0.03 0.18 -0.36
H 5.1728 -1.1412 -1.2421 -0.22 -0.12 0.03
H 7.2566 -1.1991 -0.7742 0.01 -0.04 -0.08
H -9.4720 -1.0186 -1.3663 0.11 -0.21 -0.05
I 5.6749 0.2230 -3.5231 -0.08 -0.38 0.24
H -4.7114 -1.8419 0.8463 0.14 -0.04 0.28
C -5.7265 -2.7579 -0.7898 -0.25 -0.45 0.62
O -9.8513 0.5260 1.3956 0.11 -0.24 0.32
C 2.8867 -0.2239 1.0229 -0.41 -0.46 -1.01
H 4.4111 2.0796 1.0954 0.03 -0.09 0.00
H -8.9207 -1.3390 1.4171 0.11 0.03 0.14
C -8.8995 -0.4894 -0.6050 0.12 0.14 0.34
H 1.3746 3.6168 -1.1331 -0.14 -0.04 -0.07
H 1.7948 6.8261 0.6677 0.08 0.03 0.02
H -0.6366 -2.4414 -0.7613 0.21 0.11 -0.06
H 2.3930 -2.9285 1.6283 0.13 0.04 0.17
C 2.7704 -0.8270 -1.8910 -0.12 0.14 -0.08
H -7.8647 -2.9114 -0.5739 -0.12 -0.07 0.16
H 5.0695 -0.3467 1.3844 0.04 -0.15 -0.65
H -8.9749 -0.1332 3.1716 0.03 -0.11 -0.02
C 0.8569 5.6659 -0.7470 0.07 0.31 -0.41
H 0.8853 -0.5761 0.3880 -0.23 -0.08 -0.15
H 2.4358 0.3315 1.8459 0.22 0.11 0.22
C -7.4083 -0.8265 -0.6925 -0.48 -0.14 0.33
C 4.1068 -1.0569 3.0092 -0.87 0.71 -0.36
C 3.0537 0.8272 -0.0852 -0.52 0.47 1.16
C -3.2215 -2.7615 -0.4193 0.21 0.31 0.63
H -8.2349 1.3096 2.4303 0.12 -0.05 0.02
H 7.3397 -0.4274 0.7963 0.12 -0.10 0.07
H 4.5338 0.1508 4.8165 -0.39 0.72 -0.08
C 2.2639 -1.7830 -0.8133 -0.17 -0.07 0.06
H -9.8095 1.4114 3.2253 -0.05 0.09 -0.02
H -1.9446 -4.4358 0.0641 -0.05 -0.22 0.26
H 3.0577 -2.5011 -0.6046 0.09 0.00 0.13
H 2.0226 1.0440 -0.3657 0.04 0.05 -0.40
H -2.9236 -1.7201 -0.5717 -0.07 0.08 -0.18
H 1.4738 -2.3620 -1.2845 -0.04 -0.07 -0.08
C 3.8956 3.2273 -0.6812 -0.10 0.75 1.06
C 5.1013 -0.0811 -1.4491 0.39 0.67 -0.16
H -7.1076 -0.7121 -1.7331 0.21 0.15 -0.02
H 0.2440 5.9415 -1.6045 -0.13 -0.02 0.00
H 3.2142 -1.5054 3.4328 0.14 -0.36 0.10
N 3.6426 0.3178 -1.3616 -0.23 -0.73 -0.67
H -5.4232 -2.1880 -1.6669 -0.01 0.13 -0.06
```
Forces are in eV/Å.



Entry 2:
A 3-piece molecular cluster, C28H58Cl3N3O6P2S overall in a non-equilibrium geometry, computed with ωB97M-V/def2-TZVPD.

Properties
HOMO (spin up / spin down) (eV): -8.140 / -8.140
Multiplicity: 3
⟨S²⟩: 2.008
LUMO energy (spin up / spin down) (eV): 0.5 / 0.2
Kohn-Sham gap (spin up / spin down) (eV): 8.640 / 8.346

Structure (XYZ):
```
101
Properties=species:S:1:pos:R:3:forces:R:3
C -0.4274 -0.0403 0.1037 -0.02 1.50 0.81
C -4.2901 -4.9588 -0.5247 0.07 -0.27 -0.44
H 1.7051 -4.4347 -2.8488 -0.22 -0.26 -0.02
H 0.9316 0.8712 1.4787 0.13 0.34 0.10
C -2.2671 -3.3253 -0.5773 -0.49 -0.83 -0.24
C -3.4134 -4.0291 -1.3432 -0.20 0.58 0.24
H -0.2945 -1.0429 0.4545 0.07 -0.68 -0.24
H -7.2256 1.7358 -1.6742 0.02 0.01 0.04
C 5.3851 -0.8306 2.6388 0.10 0.00 -0.61
H -2.0552 -2.4195 -1.1132 0.64 0.30 -0.02
C -4.8440 0.3958 -1.6060 0.34 -0.11 0.39
O 0.0087 -4.1568 -1.3021 -0.53 0.12 0.18
H -3.8233 0.1719 -1.2977 -0.03 0.08 0.10
H -3.0391 2.0674 -2.5888 -0.04 -0.03 0.14
H 7.2316 0.2424 2.2466 -0.03 0.02 0.02
N 4.0537 1.2800 2.6942 -0.12 -1.50 -1.49
C 5.9646 2.8609 2.4351 0.17 -0.11 0.23
O -3.9160 2.2256 0.0697 -0.15 -0.32 0.71
H 1.8854 -0.8197 -2.1684 0.20 -0.54 0.08
C 5.7091 0.9225 0.8629 -0.01 -0.58 0.02
H -3.7482 -5.4887 0.2484 0.11 -0.12 0.20
H -1.5723 -5.0564 2.1270 -0.30 0.36 -0.28
C 5.5577 0.7264 4.6110 0.18 0.19 -0.04
N 3.2907 -3.4442 -1.9946 0.64 -0.19 -0.21
C 3.5173 -0.5654 4.2623 -0.52 0.00 -0.31
H -6.5995 1.2920 -3.2578 0.11 -0.07 0.03
H -5.2196 4.4237 1.4577 -0.01 -0.02 0.00
H -5.0376 -0.1583 -2.5243 -0.07 0.10 -0.09
H 3.9586 -1.3285 4.9018 0.14 0.05 0.00
H 5.0110 0.4491 0.1647 -0.12 0.04 0.07
Cl 5.8670 -4.4297 -0.9085 -0.27 0.17 -0.54
H 4.8513 3.4379 0.1699 0.12 -0.02 0.06
H -3.2428 4.1869 -3.7340 -0.01 0.01 -0.01
C 0.5120 0.3604 -1.0147 -0.13 -0.83 -0.23
H -6.4614 4.8727 -2.0566 -0.02 -0.10 -0.01
H -3.5158 4.4669 0.9897 -0.04 -0.14 -0.01
H 4.6719 -1.4081 2.0415 -0.10 0.08 0.03
H -4.5566 5.8262 0.6130 -0.09 0.01 -0.12
H -4.0409 -3.2221 -1.6918 -0.20 0.14 -0.32
H 6.7271 2.3227 2.9918 -0.05 -0.03 0.04
C 4.9587 1.9457 1.7143 1.01 1.43 0.07
H 1.8775 -2.7958 -3.3386 -0.21 0.27 -0.11
H -4.9792 4.2110 -3.5643 -0.02 -0.01 0.03
H 5.9039 -1.5501 3.2752 -0.08 0.05 0.14
H 5.5055 0.1128 5.5090 -0.07 -0.12 -0.07
H -0.5454 0.3648 2.2004 -0.38 0.30 0.33
O 0.1048 -1.9506 -2.0210 -0.56 -0.28 0.78
H -6.4484 5.6700 -0.5088 0.15 0.02 0.04
H -5.5249 0.0272 -0.8369 0.02 0.02 0.03
H 3.4858 2.3345 0.1490 -0.06 -0.04 0.09
C 0.8084 -0.7109 -2.0962 -0.27 0.91 -0.29
C -0.1400 0.8632 1.3265 0.08 -1.09 -0.25
H -1.4627 0.1417 -0.1675 -0.30 -0.39 -0.25
H -3.9886 5.6788 -1.8592 -0.09 0.02 0.11
C -6.3026 4.7051 -0.9921 -0.16 -0.09 -0.17
H 1.7884 -3.3072 0.2127 -0.02 -0.04 -0.14
C 1.9219 -3.4435 -2.4740 0.18 -0.20 0.27
H -6.7235 2.9732 -2.8277 0.01 0.03 0.07
O 1.3763 -2.5615 -0.2642 -0.43 -0.24 0.63
C -1.0577 -4.2796 -0.3870 -0.56 0.69 0.79
O 3.0010 0.8610 2.0785 -0.42 0.35 0.29
H 6.4527 1.4366 0.2507 -0.04 0.14 0.03
C -6.4820 1.9910 -2.4301 -0.13 0.26 -0.04
C -3.8950 4.5993 -1.7244 0.33 -0.29 -0.32
C -4.5225 4.7396 0.6801 0.35 -0.33 0.30
H -5.0904 -4.3817 -0.0911 -0.12 0.15 0.43
H 6.8031 -0.9236 1.0208 0.01 -0.01 0.02
P -0.5278 -4.4530 1.4119 1.55 -0.09 -0.07
H 1.4496 0.6758 -0.5717 0.28 -0.02 0.08
C -4.0574 3.8932 -3.0694 -0.05 -0.04 0.06
S 1.1175 -5.4793 1.6165 0.02 -0.04 -0.20
H -4.7648 -5.6858 -1.1696 0.01 -0.21 -0.21
H -0.5325 1.8637 1.2172 -0.09 0.27 0.04
C -4.9003 4.1364 -0.6688 -1.24 1.25 0.10
H 3.6053 -2.5632 -1.6163 0.04 0.07 0.02
P 3.8316 -4.8108 -1.1348 -0.64 -0.52 1.06
C -5.0585 1.8865 -1.8545 -1.36 -0.65 -0.91
C -4.0457 2.3762 -2.8899 0.38 0.41 0.05
C 4.6238 0.1682 3.5108 0.76 -0.08 1.64
H 6.6059 0.7414 4.3151 -0.02 0.09 -0.05
H -4.2438 1.8881 -3.8462 -0.10 -0.09 0.05
Cl -2.9973 -2.8149 0.9970 0.18 0.37 -0.13
H 2.9676 -6.4629 -2.2175 0.17 -0.14 0.15
H 0.0936 1.2334 -1.5055 -0.03 0.21 -0.13
H 2.9508 0.1225 4.8922 0.00 0.02 -0.01
H 5.4520 3.5355 3.1217 -0.03 -0.02 0.01
O 3.8137 -5.9979 -2.2713 0.10 0.61 -0.33
H -7.0911 4.0487 -0.6253 0.02 -0.04 0.00
H 0.5046 -0.2874 -3.0465 -0.12 -0.10 -0.32
Cl -2.7760 -4.8084 -2.8196 0.09 -0.04 -0.04
H -2.8785 4.4210 -1.3595 -0.04 -0.08 0.10
C 4.1652 2.8770 0.8035 -0.48 -0.16 -0.08
H 6.4964 3.4727 1.7068 -0.09 -0.02 -0.10
H -1.4714 -5.2633 -0.5785 0.24 -0.42 -0.13
H -0.3200 -3.1640 1.9248 -0.56 0.00 -0.01
N -4.9480 2.6476 -0.5760 2.00 0.11 -0.63
H 2.8230 -1.0688 3.5918 -0.02 0.12 -0.06
H 5.2678 1.7352 4.9036 -0.02 0.01 -0.03
C 0.8020 -3.0152 -1.4403 1.61 0.32 -1.01
H 3.5829 3.5909 1.3876 -0.02 -0.02 0.02
C 6.3851 -0.1697 1.6904 -0.05 0.06 0.03
```
Forces are in eV/Å.



no.,E_tot (Eh)
1,-2225.6102
2,-4178.7619